# 1
Computed, not measured: a single C30H35F8NO3 molecule in a non-equilibrium geometry, with the ωB97M-V functional and the def2-TZVPD basis.

molecular weight = 609.60 g/mol
SMILES = C#CC[C@@](CCO)(CO[C@@H](CCC(F)(F)F)C(F)(F)c1cccc(C(F)(F)F)c1)O[C@H](CCN)Cc1cccc(C)c1
lowest unoccupied orbital energy = -0.785 eV
E_HOMO = -0.3064 hartree
frontier orbital gap = 7.55 eV

The geometry in ORCA input format:
```
! RIJCOSX wB97M-V def2-TZVPD def2/J DEFGRID3
* xyz 0 1
C -0.32389 1.64581 -3.68982
C 0.19422 0.71306 -2.74083
C 0.93883 -0.04559 -1.49261
C 1.16109 0.86999 -0.15132
C 1.43686 2.48553 -0.48872
C 2.97006 2.76217 -1.01117
O 3.40131 1.92463 -2.14087
C -0.27210 0.87613 0.71187
O -1.39409 1.45996 -0.04094
C -2.66929 0.77950 0.23607
C -3.85982 1.91695 -0.05550
C -3.66593 3.25018 0.93572
C -5.14600 3.87514 1.35993
F -5.01222 5.34976 1.64740
F -5.74680 3.14582 2.53890
F -6.15850 3.76980 0.25479
C -2.95335 -0.55305 -0.68882
F -3.05580 -0.16100 -2.14199
F -1.98742 -1.66432 -0.47290
C -4.45036 -1.18549 -0.30620
C -5.55247 -1.70479 -1.40325
C -7.03800 -2.27758 -0.91317
C -7.43368 -2.33097 0.68506
C -6.31577 -1.81061 1.76898
C -6.66565 -1.80194 3.39792
F -8.14404 -1.84447 3.50356
F -6.21320 -0.46231 3.89922
F -5.95678 -2.90134 4.09244
C -4.82115 -1.24244 1.29111
O 2.31795 0.43738 0.64720
C 2.25961 -0.98488 1.00830
C 2.71685 -1.06092 2.61544
C 2.41849 -2.51595 3.30905
N 3.73037 -3.20504 3.72089
C 3.30355 -1.95757 0.20234
C 4.55182 -1.18841 -0.53039
C 5.76278 -0.36515 0.23544
C 6.92865 0.37361 -0.69311
C 6.95131 0.32567 -2.35322
C 5.77584 -0.52890 -3.11126
C 5.61347 -0.69798 -4.75205
C 4.63607 -1.24716 -2.17730
H -0.57191 2.44538 -4.54099
H 0.38471 -1.06644 -1.22936
H 2.00849 -0.36130 -1.87567
H 1.35580 3.02027 0.57575
H 0.59559 2.96475 -1.14663
H 3.03301 3.89717 -1.36650
H 3.77011 2.67933 -0.13001
H 4.23141 2.39930 -2.49440
H -0.09279 1.57054 1.65455
H -0.56119 -0.18856 1.10825
H -2.68088 0.55355 1.40417
H -4.93789 1.51869 0.17533
H -3.80347 2.32897 -1.17457
H -3.08333 4.10326 0.38340
H -3.16868 2.88716 1.93520
H -5.34075 -1.66948 -2.55351
H -7.87612 -2.63359 -1.68366
H -8.48024 -2.70777 1.07584
H -4.11182 -0.89904 2.17538
H 1.20140 -1.47838 0.94206
H 3.89218 -0.90554 2.60452
H 2.28802 -0.14003 3.23336
H 1.85908 -2.29907 4.34108
H 1.74757 -3.22060 2.65858
H 4.48171 -3.04198 3.01446
H 3.56292 -4.22440 3.87611
H 2.66742 -2.52763 -0.63108
H 3.75580 -2.82795 0.87773
H 5.74844 -0.33792 1.41043
H 7.78164 0.98661 -0.13139
H 7.77413 0.88866 -3.00777
H 6.62599 -0.65295 -5.33688
H 4.95259 -1.65043 -5.01322
H 4.97509 0.23923 -5.10684
H 3.78314 -1.87305 -2.72990
*
```



# 2
Computed, not measured: a molecular structure, C30H35I2IrN4O7P3 in a non-equilibrium geometry, with the ωB97M-V functional and the def2-TZVPD basis.

molecular weight = 1102.58 g/mol
lowest unoccupied orbital energy = -4.405 eV
E_HOMO = -0.3935 hartree
frontier orbital gap = 6.30 eV

The geometry in ORCA input format:
```
! RIJCOSX wB97M-V def2-TZVPD def2/J DEFGRID3
* xyz 1 1
Ir 0.31621 -0.07379 -0.34894
C -3.96667 1.98969 2.35312
C -2.93617 1.26775 1.51096
O -3.40766 0.04654 0.98065
P -2.54056 2.21431 0.01742
O -2.07480 3.59868 0.61523
O -3.90174 2.58018 -0.70915
O -1.59626 1.57028 -0.92285
P -1.32790 0.99735 2.41613
O -1.88693 0.17158 3.69437
O -0.63601 2.23898 2.81253
O -0.51135 -0.02539 1.64641
H -4.80032 2.29390 1.72069
H -3.50893 2.86801 2.80043
H -4.34659 1.34099 3.14250
H -3.64309 -0.52150 1.72788
H -1.83458 4.27741 -0.02018
H -4.06404 2.05074 -1.48838
H -1.82670 0.71820 4.47585
I 0.95301 2.61851 0.14314
C 2.58228 2.79082 1.48975
C 2.36163 3.69702 2.49766
C 3.39909 4.06079 3.35839
C 4.65539 3.56978 3.14256
C 4.91157 2.64577 2.10744
C 6.22907 2.20562 1.87032
C 6.50132 1.32645 0.86027
C 5.44267 0.76155 0.14661
C 4.12754 1.12812 0.37122
P 2.96014 -0.00202 -0.50946
C 3.61800 -1.59218 0.09746
C 3.60240 -2.77062 -0.64956
C 4.05147 -3.95350 -0.08165
C 4.47021 -3.98445 1.23850
C 4.43405 -2.82834 2.00234
C 4.00197 -1.64298 1.43983
C 3.60454 0.34900 -2.18383
C 3.27150 1.58367 -2.73846
C 3.82583 1.97393 -3.94169
C 4.72586 1.14706 -4.59701
C 5.06091 -0.07791 -4.04602
C 4.49699 -0.48215 -2.85001
C 3.83670 2.16456 1.29274
H 1.38025 4.12561 2.62032
H 3.20170 4.76286 4.15113
H 5.48299 3.89262 3.75401
H 7.01872 2.60147 2.49039
H 7.51580 1.02974 0.63946
H 5.67082 0.00517 -0.59128
H 3.23794 -2.76076 -1.66705
H 4.05596 -4.86302 -0.66267
H 4.82587 -4.90473 1.67416
H 4.72524 -2.85519 3.04202
H 3.97642 -0.74095 2.03810
H 2.57685 2.23528 -2.22566
H 3.55697 2.92760 -4.36822
H 5.16929 1.46629 -5.52632
H 5.76018 -0.73285 -4.54495
H 4.76540 -1.43992 -2.43509
C -0.81648 -3.27531 -1.07653
N -0.44742 -2.55237 0.15855
C 0.61667 -3.30394 0.84520
N 0.22366 -4.67199 1.11794
C -0.11451 -5.32410 -0.14189
N -1.21743 -4.63234 -0.79289
C -2.37977 -4.63321 0.08552
N -2.04858 -3.94560 1.32674
C -1.63265 -2.58862 1.03443
C -0.95723 -4.66013 1.97191
H 0.03357 -3.29581 -1.76213
H -1.64389 -2.74453 -1.55089
H 0.84235 -2.80519 1.79138
H 1.51329 -3.31617 0.22357
H -0.39691 -6.36008 0.05238
H 0.75864 -5.30068 -0.79928
H -2.66565 -5.66591 0.30795
H -3.21429 -4.11946 -0.40019
H -1.39168 -2.08787 1.97340
H -2.44412 -2.06152 0.53104
H -1.26272 -5.68968 2.16507
H -0.71403 -4.17749 2.92073
I 0.17835 -0.43726 -2.92029
*
```



# 3
Computed, not measured: a molecular structure, C30H35InN2O2S3Si, with the ωB97M-V functional and the def2-TZVPD basis.

molecular weight = 694.73 g/mol
energy above the lowest of the compared OMol25 structures with the same formula, charge and spin = 2.078 eV
lowest unoccupied orbital energy = -6.786 eV
E_HOMO = -0.4774 hartree
frontier orbital gap = 6.20 eV

The geometry in ORCA input format:
```
! RIJCOSX wB97M-V def2-TZVPD def2/J DEFGRID3
* xyz 2 1
In 2.51616 0.40053 -0.81581
O 1.74607 2.60484 -0.45180
S 1.06679 3.91863 -0.11097
C -0.73604 3.51374 -0.09013
C -1.29154 2.84056 1.15816
C -0.69543 1.45131 1.43297
C -1.45765 0.36578 0.69701
S -0.65053 -1.27729 0.75130
O 0.79464 -1.02839 0.34880
C -0.66242 -1.52753 2.52476
C -1.75440 -2.20347 3.05168
C -1.84071 -2.38293 4.42358
C -0.83852 -1.89205 5.24981
C 0.26576 -1.24771 4.70639
C 0.36238 -1.06822 3.33508
C 1.34524 4.18431 1.64483
C 2.10605 3.29044 2.37471
C 2.30092 3.51622 3.72957
C 1.74489 4.63582 4.33250
C 1.01146 5.54496 3.58119
C 0.81436 5.32816 2.22697
H -0.84990 2.89168 -0.98168
H -1.23942 4.46585 -0.26964
H -2.37485 2.75470 1.03517
H -1.12363 3.47972 2.02256
H -0.71224 1.25974 2.50479
H 0.34294 1.43167 1.10590
H -1.51944 0.59151 -0.36914
H -2.46703 0.22329 1.08734
H -2.52984 -2.58051 2.39401
H -2.68797 -2.90526 4.84615
H -0.91275 -2.02239 6.32083
H 1.05117 -0.88037 5.35298
H 1.22369 -0.58338 2.89181
H 2.55427 2.43681 1.88236
H 2.89190 2.82216 4.31177
H 1.89162 4.80731 5.39018
H 0.59483 6.42625 4.04924
H 0.25708 6.04282 1.63181
C 2.93649 -2.41982 -3.67335
Si 2.57990 -3.15493 -2.00590
C 3.89938 -3.25006 -0.70472
C 0.95558 -3.93593 -1.67213
C 0.69902 -4.53687 -0.43104
C -0.51540 -5.15590 -0.20053
C -1.49012 -5.17828 -1.19201
C -1.25294 -4.57385 -2.42219
C -0.03795 -3.96132 -2.66400
H 2.87225 -3.18158 -4.45579
H 3.93953 -1.99383 -3.70843
H 2.21959 -1.63230 -3.91875
H 4.15906 -4.29033 -0.48876
H 3.54420 -2.80124 0.22537
H 4.80870 -2.73651 -1.01637
H 1.44987 -4.52719 0.35031
H -0.70104 -5.63938 0.74945
H -2.42709 -5.68758 -1.01008
H -2.00763 -4.59344 -3.19723
H 0.14330 -3.50622 -3.63121
N -3.81203 2.32006 -4.60547
C -3.47519 1.28665 -3.82831
S -4.63467 0.36308 -3.09676
C -2.02505 1.02973 -3.59563
C -1.01527 1.92260 -3.95468
C 0.30175 1.64083 -3.62548
N 0.67421 0.54402 -2.96552
C -0.29035 -0.32007 -2.64115
C -1.62144 -0.13751 -2.94736
H -4.79205 2.48592 -4.76841
H -3.14778 2.87965 -5.11261
H -1.22988 2.85259 -4.46360
H 1.09649 2.32619 -3.89573
H 0.01446 -1.19047 -2.07919
H -2.35585 -0.87608 -2.65978
*
```



- The lowest lowest unoccupied orbital energy belongs to which entry?
  C30H35InN2O2S3Si



- Among the records above, which one has the lowest lowest unoccupied orbital energy?
  C30H35InN2O2S3Si